1.
ORCA calculation (ωB97M-V/def2-TZVPD) on the molecule C20H32O2 in a non-equilibrium geometry.

Values from the calculation:
Molar mass ... 304.5 Da
Energy above the lowest of the compared OMol25 structures with the same formula, charge and spin ... 93.9 kcal/mol
Kohn-Sham gap ... 8.8 eV
HOMO energy ... -10.018 eV

```
! wB97M-V def2-TZVPD RIJCOSX def2/J DEFGRID3
* xyz 0 1
C -1.29 1.17 2.56
C -2.85 0.77 2.57
C -3.17 -0.03 1.21
C -3.05 -1.62 1.34
C -2.56 -2.36 0.01
C -1.15 -1.83 -0.56
C -1.22 -1.38 -2.12
C -2.29 -0.22 -2.39
C -1.66 1.22 -2.72
C -0.69 1.81 -1.60
C 0.81 1.26 -1.64
C 1.83 2.34 -0.99
C 1.85 2.31 0.61
C 3.16 1.69 1.26
C 3.43 0.16 0.84
C 3.83 -0.23 -0.46
C 4.05 -1.76 -0.85
O 4.70 -2.04 -1.86
C 3.37 -2.83 0.12
C 2.97 -2.49 1.43
C 3.28 -1.01 1.90
O 3.43 -0.80 3.11
H -0.77 0.63 1.69
H -1.14 2.29 2.50
H -0.73 0.83 3.51
H -3.46 1.72 2.54
H -3.02 0.12 3.48
H -2.48 0.38 0.41
H -4.24 0.22 0.91
H -2.34 -1.83 2.22
H -4.09 -2.01 1.61
H -3.35 -2.36 -0.83
H -2.43 -3.47 0.29
H -0.66 -1.04 0.09
H -0.44 -2.73 -0.56
H -1.62 -2.31 -2.67
H -0.20 -1.17 -2.56
H -3.08 -0.17 -1.56
H -2.88 -0.53 -3.33
H -2.55 1.94 -2.79
H -1.20 1.20 -3.77
H -1.11 1.72 -0.54
H -0.63 2.94 -1.80
H 0.86 0.25 -1.11
H 1.08 1.12 -2.75
H 1.40 3.36 -1.29
H 2.86 2.28 -1.48
H 1.76 3.39 0.97
H 0.94 1.73 0.97
H 4.10 2.33 1.14
H 2.97 1.65 2.40
H 4.00 0.53 -1.28
H 3.22 -3.88 -0.30
H 2.47 -3.25 2.10
*
```

2.
ORCA calculation (ωB97M-V/def2-TZVPD) on a structure of composition C12H24B2F8LiO3 in a non-equilibrium geometry.

Values from the calculation:
Molar mass ... 396.9 Da
Kohn-Sham gap ... 9.6 eV
HOMO energy ... -7.370 eV

```
! wB97M-V def2-TZVPD RIJCOSX def2/J DEFGRID3
* xyz -1 1
Li 0.19 1.17 0.10
B 3.06 2.45 -1.48
F 1.85 1.78 -1.15
F 4.13 1.68 -1.01
F 3.12 2.58 -2.89
F 3.11 3.74 -0.91
B -0.08 3.50 0.73
F 0.83 2.63 1.35
F -0.51 2.87 -0.43
F -1.22 3.73 1.54
F 0.58 4.72 0.53
C 2.80 -1.99 1.33
C 2.04 -1.91 2.62
C 0.79 -1.14 2.17
O 1.24 -0.32 1.09
C 2.61 -0.62 0.75
H 2.44 -2.75 0.63
H 3.87 -2.22 1.43
H 2.60 -1.29 3.32
H 1.78 -2.86 3.10
H 0.40 -0.50 2.96
H -0.03 -1.78 1.84
H 3.25 0.13 1.23
H 2.80 -0.60 -0.32
C -1.23 -0.31 -3.77
C -0.53 -1.63 -3.45
C 0.27 -1.40 -2.16
O -0.23 -0.16 -1.64
C -0.63 0.65 -2.74
H -2.31 -0.32 -3.69
H -0.99 0.11 -4.75
H 0.17 -2.03 -4.20
H -1.25 -2.44 -3.31
H 1.35 -1.26 -2.21
H 0.05 -2.18 -1.42
H 0.30 1.11 -3.08
H -1.38 1.39 -2.49
C -3.15 -1.33 1.67
C -2.91 -0.16 2.62
C -2.54 0.99 1.69
O -1.72 0.31 0.73
C -2.28 -0.96 0.44
H -4.19 -1.41 1.36
H -2.89 -2.27 2.16
H -2.04 -0.36 3.24
H -3.77 0.04 3.26
H -1.95 1.70 2.26
H -3.39 1.45 1.18
H -1.48 -1.64 0.21
H -2.96 -0.92 -0.42
*
```

3.
ORCA calculation (ωB97M-V/def2-TZVPD) on a structure of composition C44H40F3N5O4P2S2Tl in a non-equilibrium geometry.

Values from the calculation:
Molar mass ... 1090.3 Da
Energy above the lowest of the compared OMol25 structures with the same formula, charge and spin ... 1.0 kcal/mol
Kohn-Sham gap (spin up / spin down) ... 4.7 / 4.7 eV
HOMO energy (spin up / spin down) ... -9.510 / -9.511 eV

```
! wB97M-V def2-TZVPD RIJCOSX def2/J DEFGRID3
* xyz 1 1
Tl -0.14 -0.52 1.27
C -4.92 -1.27 -2.10
C -5.39 -0.83 -0.87
C -4.59 -0.92 0.25
C -3.30 -1.46 0.15
C -2.82 -1.88 -1.10
C -3.64 -1.80 -2.20
N -2.47 -1.55 1.25
C -2.84 -2.02 2.41
C -4.03 -2.80 2.58
C -4.39 -3.31 3.78
C -3.61 -3.08 4.94
C -2.46 -2.37 4.84
C -2.01 -1.85 3.59
N -0.86 -1.20 3.52
N -0.03 -1.07 4.45
C 1.13 -0.38 4.29
C 2.12 -0.57 5.27
C 3.32 0.07 5.12
C 3.50 0.92 4.03
C 2.46 1.08 3.13
N 1.31 0.44 3.25
H -5.55 -1.21 -2.97
H -6.38 -0.41 -0.79
H -4.94 -0.57 1.21
H -1.83 -2.29 -1.15
H -3.29 -2.16 -3.16
H -4.62 -3.00 1.70
H -5.28 -3.92 3.86
H -3.92 -3.50 5.88
H -1.81 -2.20 5.69
H 1.91 -1.23 6.10
H 4.12 -0.07 5.83
H 4.43 1.46 3.89
H 2.55 1.75 2.29
N 0.66 1.69 -1.26
P 0.95 2.47 0.28
C 0.71 4.20 -0.30
C -0.40 4.59 -1.04
C -0.56 5.92 -1.40
C 0.38 6.86 -1.01
C 1.49 6.47 -0.27
C 1.65 5.15 0.08
C -0.76 2.29 0.99
C -1.89 1.94 0.25
C -3.13 1.92 0.86
C -3.25 2.19 2.21
C -2.13 2.50 2.96
C -0.89 2.57 2.35
P 0.64 0.01 -1.42
C -0.36 -0.18 -2.93
C -0.56 -1.45 -3.46
C -1.25 -1.60 -4.65
C -1.78 -0.49 -5.30
C -1.62 0.77 -4.74
C -0.92 0.92 -3.56
C 2.36 -0.56 -2.05
C 3.82 -2.62 -2.48
C 4.85 -2.01 -3.37
C 4.82 -0.84 -4.01
C 3.84 0.21 -3.95
C 2.82 0.39 -3.09
H 1.16 2.18 -2.00
H -1.15 3.87 -1.32
H -1.42 6.22 -1.97
H 0.25 7.90 -1.28
H 2.22 7.21 0.03
H 2.50 4.84 0.67
H -1.80 1.70 -0.80
H -4.00 1.69 0.26
H -4.22 2.16 2.68
H -2.22 2.69 4.02
H -0.02 2.85 2.92
H -0.20 -2.32 -2.94
H -1.39 -2.58 -5.08
H -2.32 -0.61 -6.23
H -2.04 1.63 -5.24
H -0.82 1.91 -3.13
H 4.17 -2.65 -1.45
H 5.71 -2.64 -3.51
H 5.65 -0.62 -4.67
H 4.00 1.00 -4.67
H 2.25 1.30 -3.21
C 4.42 0.83 -0.66
S 3.29 -0.59 -0.40
C 2.42 -2.01 -2.54
O 2.27 0.00 0.50
H 5.10 0.61 -1.47
H 4.96 0.94 0.27
H 3.84 1.73 -0.86
H 2.05 -2.05 -3.57
H 1.78 -2.62 -1.89
H 3.72 -3.67 -2.78
F -0.55 -4.28 1.82
C 0.74 -4.57 1.62
F 1.28 -4.85 2.80
F 0.80 -5.66 0.86
S 1.51 -3.01 0.92
O 0.53 -2.59 -0.08
O 2.80 -3.30 0.37
O 1.50 -2.20 2.12
*
```

Among the records above, which one has the lowest molar mass?
C20H32O2